Entry 1:
{"formula": "C19H43HfN2OP3Se", "method": "ωB97M-V with the def2-TZVPD basis set", "total_energy_ha": -4406.5170, "total_charge": 4, "molar_mass_g_mol": 665.9, "homo_energy_ev": -19.64, "relative_energy_kcal_mol": 0.0, "homo_lumo_gap_ev": 5.10, "elements": ["Hf", "P", "P", "P", "H", "C", "C", "H", "C", "C", "C", "C", "C", "C", "C", "C", "C", "H", "H", "H", "H", "H", "H", "H", "H", "H", "H", "H", "H", "H", "H", "H", "H", "H", "H", "H", "H", "H", "H", "H", "H", "H", "H", "H", "H", "H", "C", "C", "C", "C", "C", "C", "Se", "H", "H", "H", "H", "H", "H", "C", "N", "C", "N", "O", "H", "H", "H", "H", "H", "H"], "positions_angstrom": [[-0.018, -0.412, 0.563], [0.231, 1.751, 2.017], [-2.567, 0.498, 0.343], [2.485, -0.103, -0.057], [-1.434, -2.970, -3.728], [-0.663, -3.541, -3.184], [-0.350, -3.367, -1.883], [-0.886, -2.635, -1.280], [0.417, 3.443, 1.338], [-1.051, 2.074, 3.287], [1.694, 1.724, 3.124], [-3.252, -0.283, -1.157], [-3.911, 0.156, 1.535], [-2.985, 2.261, 0.010], [2.842, -1.049, -1.565], [3.657, -0.858, 1.121], [3.274, 1.507, -0.414], [-0.268, -4.368, -3.804], [0.378, -4.014, -1.385], [0.631, 4.142, 2.164], [-0.505, 3.759, 0.833], [1.253, 3.462, 0.626], [-0.801, 2.999, 3.835], [-1.080, 1.237, 3.999], [-2.039, 2.189, 2.822], [1.713, 2.670, 3.688], [2.619, 1.643, 2.539], [1.616, 0.879, 3.823], [-4.338, -0.343, -1.074], [-2.877, -1.303, -1.274], [-2.997, 0.312, -2.035], [-4.862, 0.451, 1.073], [-3.780, 0.725, 2.462], [-3.958, -0.913, 1.763], [-4.074, 2.350, -0.073], [-2.542, 2.598, -0.933], [-2.665, 2.910, 0.831], [3.871, -1.408, -1.510], [2.737, -0.408, -2.443], [2.187, -1.921, -1.660], [4.579, -1.083, 0.575], [3.263, -1.793, 1.539], [3.881, -0.153, 1.928], [4.239, 1.301, -0.893], [3.467, 2.084, 0.498], [2.680, 2.113, -1.110], [0.237, 0.779, -3.468], [-0.238, -0.426, -3.978], [0.166, -0.873, -5.238], [0.893, -0.002, -6.065], [1.276, 1.272, -5.594], [0.963, 1.656, -4.279], [-0.078, 1.330, -1.568], [-0.196, -0.198, -1.438], [-0.857, -1.058, -3.356], [-0.084, -1.887, -5.576], [1.139, -0.338, -7.077], [1.812, 1.969, -6.252], [1.267, 2.628, -3.881], [-2.169, -2.499, 3.396], [-0.921, -2.169, 4.104], [0.194, -1.814, 3.488], [1.355, -1.640, 4.170], [0.184, -1.507, 2.230], [-2.274, -1.876, 2.488], [-3.010, -2.286, 4.072], [-2.198, -3.568, 3.114], [-0.842, -2.416, 5.089], [2.177, -1.507, 3.606], [1.389, -1.883, 5.141]], "lowdin_charge": [1.17, 0.71, 0.68, 0.67, 0.07, -0.01, -0.09, -0.02, -0.21, -0.21, -0.22, -0.23, -0.23, -0.24, -0.21, -0.22, -0.22, 0.10, 0.07, 0.09, 0.05, 0.05, 0.09, 0.06, 0.03, 0.09, 0.03, 0.04, 0.08, 0.04, 0.06, 0.08, 0.06, 0.04, 0.09, 0.03, 0.04, 0.08, 0.06, 0.04, 0.08, 0.05, 0.05, 0.09, 0.06, 0.03, -0.47, -0.13, -0.02, 0.00, -0.01, -0.10, 0.92, -0.15, 0.05, 0.13, 0.14, 0.14, 0.12, 0.00, 0.10, -0.48, 0.25, -0.22, 0.04, 0.12, 0.13, 0.19, 0.11, 0.15]}


Entry 2:
{"formula": "C5H6InLiO4", "method": "ωB97M-V with the def2-TZVPD basis set", "total_energy_ha": -692.7732, "total_charge": 0, "molar_mass_g_mol": 251.9, "homo_energy_ev": -7.39, "relative_energy_kcal_mol": 0.0, "homo_lumo_gap_ev": 6.63, "elements": ["C", "C", "C", "C", "O", "O", "In", "Li", "H", "H", "H", "H", "H", "H", "O", "O", "C"], "positions_angstrom": [[-0.973, -1.160, -0.393], [-0.657, -0.971, 1.100], [0.656, -0.269, 1.278], [0.677, 1.059, 1.573], [1.686, 1.873, 1.413], [-0.714, 0.038, -1.101], [-1.497, 2.051, -1.232], [1.668, 1.732, -0.477], [-2.043, -1.380, -0.533], [-0.347, -1.967, -0.801], [-0.688, -1.967, 1.573], [-1.464, -0.360, 1.538], [1.572, -0.778, 0.955], [-0.295, 1.534, 1.834], [0.670, 1.333, -2.185], [1.231, -0.855, -2.373], [0.518, 0.086, -2.168]], "lowdin_charge": [-0.22, -0.20, -0.15, -0.45, -0.29, -0.42, 1.02, 0.68, 0.12, 0.13, 0.11, 0.11, 0.11, 0.10, -0.21, 0.15, -0.60]}


Entry 3:
{"formula": "C77H133N7", "method": "ωB97M-V with the def2-TZVPD basis set", "total_energy_ha": -3396.8577, "total_charge": 0, "molar_mass_g_mol": 1157.0, "homo_energy_ev": -9.42, "homo_lumo_gap_ev": 9.99, "elements": ["C", "C", "C", "C", "C", "C", "H", "H", "H", "H", "H", "H", "H", "H", "H", "H", "H", "H", "H", "H", "C", "C", "C", "C", "C", "C", "H", "H", "H", "H", "H", "H", "H", "H", "H", "H", "H", "H", "H", "H", "C", "C", "C", "C", "C", "C", "H", "H", "H", "H", "H", "H", "H", "H", "H", "H", "H", "H", "H", "H", "C", "C", "C", "C", "C", "C", "H", "H", "H", "H", "H", "H", "H", "H", "H", "H", "H", "H", "H", "H", "C", "C", "C", "C", "C", "C", "H", "H", "H", "H", "H", "H", "H", "H", "H", "H", "H", "H", "H", "H", "C", "C", "C", "C", "C", "C", "H", "H", "H", "H", "H", "H", "H", "H", "H", "H", "H", "H", "H", "H", "C", "C", "C", "C", "C", "C", "H", "H", "H", "H", "H", "H", "H", "H", "H", "H", "H", "H", "H", "H", "N", "C", "C", "C", "C", "C", "H", "H", "H", "H", "H", "N", "C", "C", "C", "C", "C", "H", "H", "H", "H", "H", "N", "C", "C", "C", "C", "C", "H", "H", "H", "H", "H", "N", "C", "C", "C", "C", "C", "H", "H", "H", "H", "H", "N", "C", "C", "C", "C", "C", "H", "H", "H", "H", "H", "N", "C", "C", "C", "C", "C", "H", "H", "H", "H", "H", "N", "C", "C", "C", "C", "C", "H", "H", "H", "H", "H"], "positions_angstrom": [[0.459, 5.263, 4.578], [0.839, 3.939, 3.969], [0.361, 2.752, 4.721], [0.720, 1.449, 4.024], [0.593, 0.239, 4.953], [1.535, -0.847, 4.508], [1.066, 6.069, 4.321], [0.535, 5.215, 5.658], [-0.525, 5.531, 4.355], [0.358, 3.837, 2.989], [1.921, 3.898, 3.856], [-0.709, 2.843, 4.685], [0.716, 2.816, 5.770], [0.132, 1.328, 3.119], [1.736, 1.555, 3.661], [0.870, 0.457, 5.987], [-0.390, -0.164, 4.801], [1.437, -1.655, 5.222], [1.423, -1.110, 3.409], [2.582, -0.446, 4.618], [3.646, 3.362, -1.816], [2.275, 3.741, -1.329], [2.236, 5.136, -0.764], [3.110, 5.380, 0.479], [2.935, 6.808, 1.050], [3.732, 6.953, 2.373], [3.669, 2.358, -2.298], [4.423, 3.368, -1.020], [4.024, 4.099, -2.603], [1.560, 3.725, -2.143], [1.870, 3.058, -0.601], [1.163, 5.467, -0.598], [2.628, 5.823, -1.526], [2.832, 4.634, 1.210], [4.160, 5.232, 0.203], [3.352, 7.485, 0.302], [1.889, 7.014, 1.199], [4.811, 6.700, 2.283], [3.807, 7.915, 2.715], [3.286, 6.281, 3.112], [-1.384, 3.186, 0.638], [-2.318, 4.035, 1.523], [-3.068, 3.055, 2.457], [-3.757, 3.835, 3.584], [-4.439, 3.020, 4.681], [-5.269, 3.784, 5.636], [-1.952, 2.601, -0.128], [-0.808, 2.457, 1.193], [-0.633, 3.748, 0.013], [-1.883, 4.836, 2.075], [-3.073, 4.502, 0.826], [-2.343, 2.301, 2.921], [-3.772, 2.393, 1.966], [-3.011, 4.533, 3.986], [-4.550, 4.475, 3.139], [-5.081, 2.318, 4.150], [-3.716, 2.401, 5.245], [-6.044, 4.368, 5.033], [-5.749, 3.058, 6.286], [-4.714, 4.475, 6.348], [-1.133, -8.355, 2.358], [-0.562, -7.418, 3.454], [0.634, -6.662, 2.961], [1.167, -5.747, 4.134], [2.385, -4.829, 3.720], [3.543, -5.567, 3.026], [-0.331, -8.980, 2.034], [-1.493, -7.772, 1.497], [-1.993, -8.883, 2.739], [-1.344, -6.708, 3.715], [-0.304, -7.891, 4.421], [0.334, -6.075, 2.111], [1.430, -7.273, 2.606], [0.472, -4.998, 4.553], [1.494, -6.475, 4.926], [2.015, -4.159, 2.959], [2.773, -4.263, 4.614], [3.172, -5.744, 1.963], [4.433, -4.896, 2.877], [3.845, -6.500, 3.421], [-7.089, -1.054, -8.928], [-6.291, -1.758, -7.796], [-5.705, -0.789, -6.798], [-4.576, 0.082, -7.497], [-3.716, 0.957, -6.632], [-2.354, 0.317, -6.412], [-6.452, -0.543, -9.653], [-7.689, -0.236, -8.510], [-7.650, -1.821, -9.480], [-7.016, -2.386, -7.333], [-5.539, -2.384, -8.253], [-5.234, -1.334, -6.014], [-6.561, -0.185, -6.432], [-4.007, -0.647, -8.077], [-5.104, 0.660, -8.246], [-3.529, 1.915, -7.067], [-4.184, 1.064, -5.633], [-1.858, 0.212, -7.424], [-1.614, 0.820, -5.748], [-2.536, -0.619, -5.889], [5.869, 3.183, 2.141], [4.679, 3.090, 3.101], [4.545, 1.695, 3.725], [5.740, 1.126, 4.585], [5.376, -0.170, 5.336], [4.506, 0.139, 6.530], [6.255, 4.219, 2.236], [5.532, 2.943, 1.160], [6.708, 2.557, 2.486], [4.951, 3.712, 3.904], [3.683, 3.415, 2.641], [4.332, 0.921, 2.989], [3.610, 1.717, 4.345], [6.617, 1.038, 3.979], [5.964, 1.891, 5.296], [4.828, -0.934, 4.732], [6.314, -0.719, 5.633], [4.239, -0.766, 7.121], [4.870, 0.760, 7.358], [3.493, 0.500, 6.279], [-1.302, -0.179, -3.044], [-1.708, -0.760, -1.672], [-0.527, -1.488, -0.980], [0.554, -0.535, -0.553], [1.698, -1.232, 0.095], [2.778, -0.295, 0.463], [-2.202, 0.197, -3.514], [-0.830, -0.967, -3.623], [-0.622, 0.674, -2.974], [-2.114, 0.073, -1.125], [-2.648, -1.329, -1.788], [-0.042, -2.135, -1.722], [-0.919, -2.107, -0.107], [1.064, -0.031, -1.389], [0.209, 0.316, 0.068], [1.287, -1.742, 1.058], [2.090, -2.088, -0.478], [3.708, -0.823, 0.611], [2.875, 0.537, -0.248], [2.608, 0.188, 1.395], [5.355, -2.952, 0.348], [5.252, -2.144, -0.746], [5.951, -0.949, -0.871], [6.782, -0.591, 0.165], [6.936, -1.430, 1.331], [6.267, -2.634, 1.354], [4.633, -2.606, -1.498], [5.818, -0.386, -1.772], [7.288, 0.367, 0.103], [7.641, -1.057, 2.052], [6.380, -3.398, 2.175], [-2.969, 4.904, -4.601], [-3.367, 5.991, -3.877], [-2.933, 6.322, -2.615], [-1.957, 5.569, -2.074], [-1.499, 4.447, -2.760], [-2.080, 4.151, -3.981], [-4.086, 6.683, -4.430], [-3.268, 7.234, -2.172], [-1.540, 5.805, -1.098], [-0.750, 3.813, -2.291], [-1.763, 3.318, -4.525], [-4.743, 1.785, -0.608], [-4.690, 2.142, -1.881], [-5.157, 1.433, -3.020], [-5.512, 0.122, -2.807], [-5.588, -0.334, -1.506], [-5.181, 0.530, -0.461], [-4.435, 3.184, -2.128], [-5.411, 1.801, -4.060], [-5.691, -0.474, -3.649], [-5.822, -1.287, -1.242], [-5.179, 0.049, 0.611], [-0.597, -2.711, 2.206], [-1.493, -3.686, 2.243], [-2.858, -3.471, 2.121], [-3.359, -2.212, 2.018], [-2.405, -1.147, 2.030], [-1.046, -1.447, 2.066], [-1.142, -4.692, 2.405], [-3.527, -4.374, 2.126], [-4.439, -1.900, 1.964], [-2.759, -0.120, 1.982], [-0.344, -0.590, 2.146], [1.011, -2.824, -4.802], [0.804, -1.827, -5.682], [1.492, -0.586, -5.611], [2.437, -0.435, -4.581], [2.564, -1.430, -3.616], [1.783, -2.573, -3.738], [0.078, -2.011, -6.460], [1.197, 0.298, -6.238], [2.794, 0.575, -4.438], [3.189, -1.395, -2.767], [1.888, -3.399, -3.097], [0.330, -5.460, -0.747], [0.492, -6.196, -1.864], [1.764, -6.353, -2.464], [2.872, -5.758, -1.833], [2.645, -4.932, -0.764], [1.367, -4.767, -0.305], [-0.437, -6.561, -2.315], [2.005, -7.013, -3.330], [3.868, -6.034, -2.131], [3.454, -4.462, -0.140], [1.106, -4.077, 0.438], [-4.357, -3.027, -4.543], [-4.947, -3.546, -3.451], [-4.271, -4.176, -2.448], [-2.881, -4.478, -2.587], [-2.239, -4.068, -3.758], [-3.060, -3.277, -4.621], [-5.989, -3.317, -3.239], [-4.815, -4.323, -1.525], [-2.425, -5.017, -1.789], [-1.202, -4.228, -4.067], [-2.634, -2.932, -5.585]], "lowdin_charge": [-0.08, -0.27, -0.23, -0.21, -0.25, -0.11, 0.04, 0.08, 0.04, 0.10, 0.09, 0.10, 0.13, 0.09, 0.08, 0.11, 0.09, 0.07, 0.07, 0.05, -0.11, -0.30, -0.23, -0.22, -0.23, -0.09, 0.06, 0.06, 0.10, 0.09, 0.09, 0.11, 0.11, 0.08, 0.11, 0.11, 0.10, 0.08, 0.03, 0.06, -0.12, -0.23, -0.23, -0.23, -0.31, -0.14, 0.07, 0.04, 0.05, 0.08, 0.12, 0.11, 0.08, 0.10, 0.12, 0.11, 0.11, 0.10, 0.06, 0.09, -0.09, -0.28, -0.24, -0.18, -0.26, -0.11, 0.06, 0.07, 0.06, 0.09, 0.11, 0.07, 0.10, 0.10, 0.12, 0.07, 0.11, 0.07, 0.06, 0.05, -0.11, -0.28, -0.21, -0.20, -0.26, -0.13, 0.06, 0.07, 0.07, 0.09, 0.10, 0.05, 0.12, 0.11, 0.09, 0.10, 0.08, 0.10, 0.06, 0.04, -0.09, -0.25, -0.21, -0.19, -0.26, -0.14, 0.08, 0.04, 0.07, 0.08, 0.10, 0.09, 0.09, 0.08, 0.10, 0.10, 0.12, 0.08, 0.08, 0.05, -0.09, -0.23, -0.19, -0.25, -0.29, -0.10, 0.05, 0.05, 0.07, 0.07, 0.09, 0.09, 0.10, 0.10, 0.12, 0.11, 0.09, 0.05, 0.08, 0.05, 0.05, -0.17, -0.09, -0.06, -0.06, -0.12, 0.09, 0.10, 0.10, 0.09, 0.11, 0.07, -0.14, -0.10, -0.09, -0.06, -0.17, 0.12, 0.10, 0.10, 0.08, 0.08, 0.07, -0.16, -0.06, -0.08, -0.06, -0.15, 0.10, 0.12, 0.07, 0.06, 0.12, 0.08, -0.14, -0.08, -0.07, -0.05, -0.18, 0.08, 0.12, 0.11, 0.09, 0.10, 0.06, -0.15, -0.06, -0.07, -0.06, -0.15, 0.09, 0.12, 0.10, 0.07, 0.07, 0.07, -0.14, -0.06, -0.09, -0.10, -0.18, 0.10, 0.11, 0.10, 0.10, 0.07, 0.07, -0.18, -0.08, -0.05, -0.04, -0.16, 0.10, 0.10, 0.08, 0.09, 0.10]}